{"formula": "C22H53Br15ClN4OPSSi2", "method": "ωB97M-V with the def2-TZVPD basis set", "species": ["Br", "H", "H", "H", "C", "H", "N", "C", "N", "H", "S", "N", "H", "N", "H", "C", "C", "H", "H", "H", "C", "H", "H", "C", "C", "Br", "H", "C", "H", "Br", "Si", "C", "H", "H", "H", "Br", "C", "C", "H", "H", "C", "H", "H", "Br", "H", "H", "O", "H", "H", "H", "C", "H", "H", "Si", "C", "H", "H", "H", "H", "Br", "H", "H", "C", "C", "Br", "Cl", "C", "H", "Br", "H", "H", "H", "H", "H", "H", "H", "H", "P", "H", "Br", "H", "Br", "H", "H", "C", "Br", "Br", "H", "C", "H", "H", "Br", "H", "H", "H", "C", "C", "Br", "C", "Br"], "positions_angstrom": [[-7.63685, -1.76592, 3.56412], [-5.03444, -1.62364, 1.49567], [-5.38009, -6.78175, 5.30470], [-1.59559, 3.42989, -2.04157], [-8.53430, -1.55252, 0.84253], [7.68740, -0.80589, 6.23501], [-1.81586, 1.25135, -4.78275], [3.76021, 3.55231, -2.11821], [-1.31982, 3.65102, -4.68419], [-1.56406, -4.24850, -5.38015], [1.17326, -0.13921, 0.77936], [-3.47178, 2.85860, -4.12834], [6.01188, 4.53997, 2.10298], [-0.20901, -0.18717, -2.63013], [1.31145, -2.83239, 5.20643], [4.95248, 5.83463, 3.49895], [6.05216, 3.45576, -3.36619], [7.03527, 5.33731, 3.31550], [-1.19559, -0.38635, -2.80502], [4.67044, 5.17091, -3.41721], [-5.11793, 0.50554, 1.76871], [5.11113, 6.80672, 3.03203], [6.82903, -2.08833, 4.35047], [6.61150, -0.96847, 6.17147], [-1.70698, 2.38616, -2.47358], [-0.61137, 0.33824, 4.23353], [1.65949, -0.62662, 4.23599], [-4.36011, -0.76690, 1.49811], [-2.20847, 1.45524, -5.70429], [-3.55938, -0.74444, -0.27869], [2.77129, 1.90649, -2.40883], [-0.41533, -4.86943, -3.67344], [-0.09071, -2.55909, 4.15094], [0.16154, -5.56791, -4.27966], [3.12029, -0.26603, -5.51564], [-3.90596, -5.49555, 3.79831], [6.20602, -1.29112, 4.75588], [-2.00241, 2.53423, -4.02521], [-7.55573, -6.59832, 4.21864], [-6.38868, -6.80035, 2.89449], [-8.00036, -2.57547, 1.81818], [-1.14571, -5.42229, -3.08595], [0.49792, 2.64071, 0.74850], [5.80884, 0.70133, 6.77398], [0.12690, -0.81778, -1.88762], [4.83469, 5.96762, 4.57249], [1.18137, 2.39540, -2.84992], [4.45101, -1.74752, -3.72043], [-5.79133, -5.05570, 5.37083], [6.32240, -1.73596, 6.88668], [6.06147, 4.88189, 3.13501], [-2.57954, 1.89931, -1.93554], [1.77846, -0.07833, -4.33074], [-0.05356, 1.48796, -2.07175], [0.43780, -2.20370, 5.03337], [-8.69425, -3.42098, 1.99220], [-4.02523, 2.06422, -3.79801], [2.85641, 1.17084, -1.14820], [6.70566, 4.18671, -2.81572], [0.86496, -4.11054, -2.41610], [-0.33092, 3.70054, -4.43083], [-1.72029, 4.54746, -4.39284], [3.33315, -1.68892, -3.87135], [-1.03266, -3.80197, -4.53975], [3.24018, 5.21005, 2.81213], [2.91993, -2.92529, -5.18321], [2.88116, -0.27407, -4.40724], [2.75119, -1.97837, -2.95886], [-10.40753, -1.14553, 1.19484], [-3.67148, 3.06658, -5.10885], [-0.30849, -3.08095, -4.91581], [-1.23282, 1.15145, 0.62432], [-2.42588, 0.54727, -4.34778], [1.11881, -0.32387, 5.90097], [2.97810, 4.35044, -1.91955], [-5.73268, 0.82819, 0.92999], [6.05984, 2.43401, -2.89272], [0.10590, 1.40331, 0.14048], [4.10228, 1.55324, -4.59604], [-0.72941, -2.52469, 6.56186], [-5.74617, 0.39779, 2.65270], [-7.35260, -4.49428, 2.93000], [-7.04589, -2.95804, 1.47708], [6.49743, 3.34581, -4.40007], [-5.58418, -5.89327, 4.70717], [-3.90574, 1.97279, 2.18118], [4.83991, 3.42035, -0.45847], [4.06918, 3.76086, -4.36376], [-6.69263, -6.15713, 3.71836], [-3.55441, -0.94735, 2.20770], [-7.99407, -0.60768, 0.87078], [4.38468, -1.98190, 4.67911], [4.61610, 0.47875, -3.23754], [-8.51522, -1.94652, -0.17354], [6.24656, -0.43022, 4.09108], [0.83777, -0.75391, 4.94175], [3.70614, 0.92864, -3.74716], [-2.38287, -2.79403, -3.56112], [4.57295, 4.04110, -3.39049], [6.02242, 3.29316, 4.26357]], "atomic_forces_ev_per_a": [[-0.41, 1.68, -0.15], [0.02, 0.07, 0.04], [-0.03, 0.06, -0.05], [-0.39, -1.06, -0.54], [-0.30, 0.02, -0.08], [-0.07, -0.03, -0.08], [0.68, 0.87, 0.59], [-1.15, 1.02, -1.15], [0.23, -0.30, 0.27], [0.03, -0.01, 0.08], [0.15, 0.03, -0.24], [0.73, 0.73, 0.39], [-0.09, 0.10, 0.09], [0.49, 1.08, 1.51], [-0.02, 0.09, -0.01], [-0.17, 0.12, -0.25], [-0.15, 0.15, -0.57], [-0.09, 0.03, 0.00], [0.50, -0.16, -0.10], [-0.29, -1.26, 0.20], [0.03, 0.16, 0.30], [0.05, -0.09, 0.01], [-0.02, 0.05, 0.08], [0.12, 0.26, 0.05], [0.49, 0.32, 0.03], [-0.09, 0.04, 0.13], [-0.08, -0.05, 0.01], [-0.12, -0.13, -0.13], [0.25, -0.26, 0.20], [0.12, -0.03, -0.01], [1.09, 1.26, -1.09], [0.33, 0.02, 0.01], [0.05, 0.13, 0.05], [-0.05, 0.10, -0.03], [-0.29, -0.03, 1.27], [-0.08, 0.10, 0.04], [-0.05, -0.25, -0.05], [-2.18, -0.25, 0.33], [0.11, -0.01, 0.03], [0.07, 0.03, 0.15], [-1.08, 2.65, -1.11], [0.01, 0.12, -0.08], [-0.37, -0.25, -0.39], [-0.03, -0.14, 0.06], [-0.18, -0.02, -0.45], [0.07, -0.09, -0.09], [0.31, -1.91, 1.68], [-1.37, 0.04, -0.13], [-0.03, -0.06, -0.12], [-0.02, 0.04, -0.14], [0.22, -0.11, 0.21], [1.00, 0.43, -0.59], [0.94, -0.62, 0.10], [-1.33, 0.39, -2.76], [0.08, -0.10, 0.19], [-0.27, 1.57, -0.78], [0.24, 0.39, -0.35], [-0.51, -0.20, 0.13], [-0.56, -1.06, -0.30], [-0.23, -0.09, 0.17], [-0.28, -0.37, -0.15], [-0.12, -0.62, 0.01], [-0.53, 0.69, -0.33], [-0.14, 0.01, -0.13], [-0.01, 0.03, 0.14], [0.23, 0.46, 0.75], [0.75, 0.21, -0.69], [0.75, 0.12, -0.81], [0.11, 0.06, 0.00], [-0.12, -0.27, 0.34], [0.01, -0.09, 0.12], [0.47, 0.77, -0.52], [0.32, 0.35, -0.31], [-0.05, -0.12, -0.06], [0.93, -0.92, 0.09], [0.11, -0.08, 0.02], [0.18, 1.16, -0.36], [0.12, -0.92, 1.93], [-0.43, -0.39, 1.03], [-0.04, -0.03, -0.09], [0.07, -0.08, -0.07], [2.04, -6.44, 2.26], [-0.08, 0.60, -0.48], [-0.65, 0.19, 1.00], [0.20, -0.27, 0.00], [-0.02, 0.02, -0.11], [-0.36, 0.11, -0.53], [0.24, 0.12, 1.25], [-0.25, 0.18, 0.11], [-0.07, 0.08, -0.05], [-0.02, -0.11, 0.05], [0.06, 0.07, -0.04], [-0.88, 0.64, -0.44], [0.05, -0.04, 0.10], [-0.01, -0.03, 0.13], [0.03, 0.14, -0.34], [0.05, -0.96, -0.44], [-0.08, -0.01, 0.01], [1.16, 0.16, 0.15], [-0.01, 0.02, -0.11]], "mulliken_charge": [-0.109, -0.103, 0.352, 0.247, -0.455, 0.335, -0.581, -0.185, -0.646, 0.368, -0.398, -0.813, 0.007, 0.031, 0.224, -0.600, -1.085, 0.344, -0.143, 0.384, -0.527, 0.341, 0.322, -0.592, -0.848, -0.121, 0.114, -0.113, 0.319, -0.098, -0.155, -0.588, 0.373, 0.332, 0.352, -0.132, -0.505, 0.690, 0.358, 0.378, -0.792, 0.396, 0.061, -0.158, 0.092, 0.383, -0.081, 0.382, 0.377, 0.393, -0.307, 0.191, 0.176, 0.501, -0.462, 0.530, 0.263, -0.120, 0.346, -0.109, 0.224, 0.307, -0.232, -0.449, -0.128, -0.237, -0.587, 0.031, -0.146, 0.279, 0.212, -0.031, 0.165, 0.403, 0.397, 0.368, 0.267, 0.313, 0.284, -0.155, 0.278, 0.079, 0.296, 0.324, -0.589, -0.169, -0.154, 0.221, -0.749, 0.364, 0.195, -0.106, 0.294, 0.412, 0.317, -0.403, -0.393, -0.125, -0.442, -0.072], "homo_energy_ev": -8.0, "charge": 0, "fmax_ev_per_a": 7.12, "multiplicity": 1}